Record 1
{"formula": "C5H6O6S", "method": "ωB97M-V/def2-TZVPD", "species": ["C", "C", "C", "C", "C", "O", "O", "O", "O", "O", "O", "S", "H", "H", "H", "H", "H", "H"], "positions_angstrom": [[-0.04375, -3.23965, 0.62954], [0.64904, -0.77381, -2.04136], [-0.42014, 2.08520, -0.00607], [0.83445, -1.96380, 0.32267], [0.10568, -0.94340, -0.57029], [0.59402, -4.29983, 0.66886], [0.51850, 0.37147, -2.51216], [-1.25814, -3.08817, 0.76755], [1.17083, -1.76160, -2.58000], [1.24897, 0.96601, 1.80245], [-1.14458, -0.80700, -0.32012], [1.08031, 1.12487, 0.29483], [-0.23899, 2.11504, -1.13106], [-0.45663, 3.04473, 0.44472], [-1.37759, 1.48771, 0.37812], [1.71737, -2.37353, 0.02679], [1.08503, -1.52055, 1.37616], [-1.49173, -1.43541, 0.31310]], "lowdin_charge": [-0.728, -0.711, -0.381, -0.059, -0.319, -0.068, -0.099, -0.057, -0.035, -0.724, 0.053, 0.776, 0.028, -0.013, 0.073, 0.062, 0.131, 0.070], "relative_energy_ev": 0.779, "e_lumo_ev": 5.8, "total_charge": -2}

Record 2
{"formula": "C5H6OS", "method": "ωB97M-V/def2-TZVPD", "species": ["C", "C", "C", "C", "C", "O", "S", "H", "H", "H", "H", "H", "H"], "positions_angstrom": [[2.49460, -1.65512, -0.61699], [2.30309, -0.44752, -0.40081], [-0.42158, 0.49745, 0.55303], [-1.63219, -0.29929, 0.45416], [2.17823, 0.80328, -0.03736], [2.33539, 1.93064, 0.16484], [-3.02902, 0.54987, -0.53250], [2.10126, -2.61836, -0.49124], [0.12097, 0.76785, 1.50975], [-0.44047, 1.27723, -0.12108], [-2.26390, -0.26901, 1.29137], [-1.43564, -1.19742, -0.07254], [-2.31074, 0.66040, -1.70065]], "lowdin_charge": [0.145, -0.123, -0.082, -0.554, -0.250, 0.183, 0.636, 0.021, 0.089, 0.005, 0.018, 0.053, -0.141], "relative_energy_ev": 6.479, "e_lumo_ev": [-0.7, -0.4]}

Record 3
{"formula": "C5H6OS2", "method": "ωB97M-V/def2-TZVPD", "species": ["C", "C", "C", "C", "C", "H", "H", "H", "H", "H", "H", "O", "S", "S"], "positions_angstrom": [[-0.16825, 1.28028, -0.03782], [-0.45592, 0.91696, 1.41227], [0.28733, -1.07763, -0.01069], [0.71067, -2.41110, -0.44881], [0.49786, 0.07764, -0.65365], [-1.26425, 1.59445, -1.63765], [0.43399, 2.18618, -0.08814], [0.35689, 1.22264, 2.06050], [-1.37147, 1.40132, 1.74319], [0.38218, -3.19991, 0.21642], [1.03317, 0.12819, -1.62373], [-1.41700, 1.55178, -0.67125], [-0.62213, -0.91138, 1.49713], [1.59693, -2.75943, -1.75778]], "lowdin_charge": [-0.435, -0.374, -0.626, -0.667, -0.077, 0.109, 0.140, 0.081, 0.087, 0.039, 0.118, -0.037, 0.934, 0.709], "smiles": "O[C@@H]1C=C(C=S)SC1", "relative_energy_ev": 0.998, "e_lumo_ev": -1.1}

Record 4
{"formula": "C5H6OS2", "method": "ωB97M-V/def2-TZVPD", "species": ["C", "C", "C", "C", "C", "H", "H", "H", "H", "H", "H", "O", "S", "S"], "positions_angstrom": [[-1.12569, 1.54349, -0.50653], [-0.46864, 0.17252, -0.42660], [-0.51930, -1.03671, -1.04220], [0.36135, -1.85420, -0.14297], [0.50673, -1.23831, 0.98760], [1.64847, 2.08258, -0.24131], [-1.80915, 1.31132, -1.34563], [-1.62262, 1.88420, 0.37400], [-1.10363, -1.02401, -2.01387], [0.64129, -2.94769, -0.52462], [1.88479, 0.33015, 2.75119], [-0.00543, 0.02872, 0.82584], [0.28873, 2.53739, -1.13202], [1.32310, -1.78944, 2.43712]], "lowdin_charge": [-0.460, -0.471, -0.002, -0.117, -0.836, 0.042, 0.089, 0.072, 0.134, 0.156, 0.174, -0.081, 0.611, 0.688], "relative_energy_ev": 6.131, "e_lumo_ev": -2.0}

Record 5
{"formula": "C5H7BS", "method": "ωB97M-V/def2-TZVPD", "species": ["B", "C", "C", "C", "C", "C", "S", "H", "H", "H", "H", "H", "H", "H"], "positions_angstrom": [[-1.01561, -0.01369, 0.29329], [-0.45345, 1.25859, 0.63272], [0.88848, 1.28207, 0.59257], [1.70227, 0.28519, 0.06080], [1.17446, -0.88177, -0.36404], [-0.32427, -1.18912, -0.46564], [-4.06942, -0.67106, -0.09781], [-0.95493, 2.11712, 0.96634], [1.56051, 1.98850, 1.03126], [2.72782, 0.40829, 0.13263], [1.83062, -1.61282, -0.86650], [-0.68258, -2.02395, 0.22770], [-0.51482, -1.33269, -1.49702], [-4.25235, 0.46579, 0.78523]], "lowdin_charge": [-0.067, 0.004, -0.072, -0.097, -0.045, -0.104, 0.000, 0.087, 0.120, 0.092, 0.120, 0.148, 0.108, -0.295], "relative_energy_ev": 3.468, "e_lumo_ev": -1.5}

Record 6
{"formula": "C5H7Br", "method": "ωB97M-V/def2-TZVPD", "species": ["C", "C", "C", "C", "C", "Br", "H", "H", "H", "H", "H", "H", "H"], "positions_angstrom": [[0.92570, 1.70967, -0.40046], [1.35563, 0.54515, -0.14284], [0.11838, -0.12100, 0.03613], [-0.57243, -0.85241, -1.06422], [-0.68541, -0.20991, 1.27024], [3.14774, -0.20498, 0.06345], [0.71500, 2.69417, -0.20698], [-1.56571, -0.45991, -1.17858], [-0.59907, -2.00836, -0.88617], [-0.06419, -0.65473, -2.09743], [-1.49136, 0.63191, 1.11166], [-0.06488, 0.04539, 2.23519], [-1.21940, -1.11499, 1.26002]], "lowdin_charge": [0.159, -0.836, -0.405, -0.083, -0.069, 0.579, 0.044, 0.065, 0.124, 0.118, 0.128, 0.128, 0.049], "relative_energy_ev": 3.290, "e_lumo_ev": 0.6}

Record 7
{"formula": "C5H7Br4NO2", "method": "ωB97M-V/def2-TZVPD", "species": ["C", "C", "C", "C", "C", "N", "O", "O", "Br", "Br", "Br", "Br", "H", "H", "H", "H", "H", "H", "H"], "positions_angstrom": [[-0.47026, 1.36808, 0.15035], [0.03348, -1.09649, 0.17016], [1.02743, 0.33866, -1.67258], [-0.11399, 0.15523, -0.68120], [2.63134, 0.23134, -1.20210], [2.91152, -1.01387, -0.44458], [2.73962, -2.03554, -1.05525], [3.26853, -0.90414, 0.69449], [0.91285, 1.98562, -2.68416], [-1.68121, -0.17508, -1.91847], [3.74322, 0.16896, -2.77370], [3.09094, 1.73036, -0.08400], [-0.62775, 2.23882, -0.48495], [0.31459, 1.58911, 0.87067], [-1.39332, 1.17465, 0.69128], [0.34700, -1.95641, -0.41939], [-0.92497, -1.34016, 0.62540], [0.74201, -0.92704, 0.97960], [0.97052, -0.47053, -2.41264]], "lowdin_charge": [-0.162, -0.115, -0.780, -0.881, -1.139, -0.518, 0.058, 0.029, 0.720, 0.715, 0.780, 0.792, 0.043, 0.062, 0.083, 0.083, 0.085, 0.087, 0.061], "relative_energy_ev": 0.000, "e_lumo_ev": -0.8}

Record 8
{"formula": "C5H7Br4NO2", "method": "ωB97M-V/def2-TZVPD", "species": ["C", "C", "C", "C", "C", "N", "O", "O", "Br", "Br", "Br", "Br", "H", "H", "H", "H", "H", "H", "H"], "positions_angstrom": [[-1.95670, 0.93410, -1.15153], [-0.42707, 1.67844, 0.68038], [2.19082, -1.22123, 0.02112], [-0.70962, 1.15044, -0.72030], [0.69541, -1.34387, -0.07512], [-0.03530, -1.20624, 0.94386], [0.36113, -1.09959, 2.12351], [-1.40163, -1.33556, 0.66319], [-0.02359, 3.74951, 0.42896], [2.91163, -2.82087, -0.70616], [0.67969, 1.50196, -1.94484], [-0.16536, -1.72083, -1.77809], [-2.71731, 0.72873, -0.51181], [-1.99996, 0.72590, -2.19206], [-1.68441, -1.10368, 1.54585], [-1.22855, 1.66772, 1.34450], [0.49687, 1.15972, 1.02447], [2.54267, -0.43630, -0.69483], [2.47127, -1.00836, 0.99889]], "lowdin_charge": [-0.039, -0.474, -0.613, -0.922, -0.705, -0.383, -0.008, 0.005, 0.486, 0.698, 0.738, 0.806, 0.047, 0.049, 0.119, 0.036, 0.061, 0.049, 0.049], "smiles": "[O-]/[N+](O)=C(/Br)CBr.C=C(Br)CBr", "relative_energy_ev": 2.083, "e_lumo_ev": -0.1}

Record 9
{"formula": "C5H7BrClN2O", "method": "ωB97M-V/def2-TZVPD", "species": ["C", "C", "C", "C", "C", "N", "N", "O", "Cl", "Br", "H", "H", "H", "H", "H", "H", "H"], "positions_angstrom": [[0.38380, -1.02980, 0.99808], [0.47499, -0.90846, -0.56898], [-0.24515, 0.11976, 1.64381], [-1.01040, 1.12676, 0.77073], [-0.09828, 1.42610, -0.49378], [0.34597, 0.25538, -1.20844], [0.88891, -1.98849, -1.19127], [0.75646, -2.04158, 1.52569], [1.41185, 2.38885, 0.15083], [-2.63798, 0.24166, -0.00029], [-1.10546, -0.16318, 2.26523], [0.49133, 0.40556, 2.33863], [-1.21041, 1.96600, 1.47002], [-0.58762, 2.19141, -1.23312], [0.21547, 0.39823, -2.19404], [1.34107, -2.60264, -0.52859], [1.29011, -1.88512, -2.11832]], "lowdin_charge": [-0.292, -0.194, -0.187, -0.604, -0.617, 0.079, 0.257, 0.191, 0.585, 0.769, 0.136, 0.129, 0.128, 0.149, 0.173, 0.139, 0.160], "smiles": "[NH2+]=C1N[C@H](Cl)[C@@H](Br)CC1=O", "relative_energy_ev": 0.000, "e_lumo_ev": -5.6, "total_charge": 1}

Record 10
{"formula": "C5H7BrF4N2O5PS2", "method": "ωB97M-V/def2-TZVPD", "species": ["O", "S", "O", "F", "N", "N", "C", "S", "P", "O", "Br", "H", "C", "C", "O", "C", "O", "C", "F", "F", "F", "H", "H", "H", "H", "H", "H"], "positions_angstrom": [[2.19121, 2.85995, -1.62239], [1.36528, 2.87757, -2.76641], [1.87768, 2.36528, -3.98679], [0.91520, 4.32510, -3.01786], [-0.14393, 2.12741, -2.39215], [-1.18682, 3.02418, -2.94039], [-2.30808, 2.84991, -2.43578], [-3.82063, 2.62328, -2.21147], [-0.16457, 0.50656, -3.27479], [-1.14247, -0.29524, -2.29164], [-1.46758, 0.71218, -5.10090], [-1.03619, 0.00441, -1.37092], [2.06352, -1.97788, 2.08892], [1.13367, -2.26378, 3.26457], [0.11136, -1.32279, 3.47180], [-1.10727, -1.41878, 2.64613], [-1.61914, -2.60236, 2.58059], [-0.87674, -0.81383, 1.22408], [-0.05521, 0.27966, 1.24688], [-2.03745, -0.35853, 0.68622], [-0.34887, -1.65064, 0.31340], [2.29997, -0.91481, 2.02995], [2.99378, -2.54323, 2.20202], [1.62179, -2.27969, 1.14281], [1.73919, -2.21505, 4.17692], [0.72970, -3.28006, 3.21201], [-1.72741, -0.61882, 3.12520]], "lowdin_charge": [-0.232, 0.516, -0.303, -0.126, -0.352, -0.080, -0.798, 0.801, 0.573, -0.354, 0.275, 0.035, -0.092, -0.300, -0.125, -0.548, -0.159, -0.543, 0.083, 0.094, 0.106, 0.071, 0.063, 0.053, 0.102, 0.107, 0.135], "relative_energy_ev": 0.000, "e_lumo_ev": 1.1, "total_charge": -1}

Record 11
{"formula": "C5H7BrO", "method": "ωB97M-V/def2-TZVPD", "species": ["C", "C", "C", "C", "C", "O", "Br", "H", "H", "H", "H", "H", "H", "H"], "positions_angstrom": [[-0.99375, 1.15394, -0.16962], [-1.76251, 0.15609, 0.04841], [0.52012, 1.08553, -0.29709], [1.19352, -0.14554, 0.43688], [0.33961, -1.37175, 0.50289], [0.30277, -2.30148, -0.44120], [-3.56625, 0.01179, 0.07765], [-1.48984, 2.12087, -0.45351], [0.94458, 1.07887, -1.28060], [1.01686, 1.97073, 0.07159], [2.01757, -0.50602, -0.04033], [1.29315, 0.18392, 1.52632], [-0.37729, -1.54168, 1.34850], [0.56147, -1.89527, -1.32989]], "lowdin_charge": [-0.285, -0.684, -0.186, -0.158, -0.190, 0.016, 0.698, 0.109, 0.089, 0.093, 0.073, 0.143, 0.122, 0.159], "relative_energy_ev": 3.894, "e_lumo_ev": [-0.1, 0.6]}

Record 12
{"formula": "C5H7Cl", "method": "ωB97M-V/def2-TZVPD", "species": ["C", "C", "C", "C", "C", "Cl", "H", "H", "H", "H", "H", "H", "H"], "positions_angstrom": [[-0.48868, 0.72694, -1.48917], [0.15730, 1.36411, 1.72553], [-0.14947, -0.23758, -0.65871], [-0.26823, 0.26245, 1.09732], [0.55898, -1.52607, -0.76641], [-1.15047, -0.97019, 1.97649], [-0.57998, 0.54173, -2.51982], [-0.84996, 1.68368, -1.22270], [-0.11806, 1.64568, 2.72944], [0.74298, 2.20289, 1.45572], [0.03026, -2.15282, -1.55709], [0.38535, -2.04811, 0.20516], [1.72997, -1.49271, -0.97576]], "lowdin_charge": [0.029, -0.057, -0.296, -0.615, -0.126, 0.612, 0.048, 0.054, 0.048, 0.043, 0.096, 0.035, 0.128], "smiles": "C=C(C)C(=C)Cl", "relative_energy_ev": 2.455, "e_lumo_ev": 1.0}

no.,maximum force (eV/A)
1,4.1
2,2.7
3,0.9
4,8.1
5,4.1
6,4.3
7,2.6
8,4.0
9,3.5
10,2.2
11,4.9
12,5.6